Entry 1:
Molecular formula: C39H60BBr3Cl3F7LiN3O19PS3
Method: DFT, ωB97M-V with the def2-TZVPD basis set

* E: -14485.8528 Eh
* HOMO level: -0.0864 Eh
* 2S+1: 1
* charge: -1

Element x y z (Å)
C 2.6502 -3.1561 -2.0265
C 3.8425 -2.1558 -1.7136
C 3.8458 -0.9406 -2.5927
N 4.5441 -0.5681 -3.6270
P 5.8513 -1.7828 -4.0790
O 6.8362 -1.9590 -2.7202
Br 4.8583 -3.8267 -4.5396
C 4.2891 0.7454 -4.2905
C 5.4630 1.6952 -3.7620
C 5.8907 1.4813 -2.2914
O 7.0425 1.5798 -2.0239
C 4.7056 0.6204 -5.8000
C 3.9523 -0.3027 -6.8055
C 4.7793 -1.5688 -7.2982
C 3.7512 0.5379 -8.1436
C 2.7952 1.2280 -3.9219
C 1.5651 0.5390 -4.5958
Br 1.2027 1.5392 -6.2641
C 0.2287 0.4476 -3.7695
C -1.0802 0.8011 -4.5594
Br -0.0549 -1.4491 -3.2421
S 2.5328 2.9763 -3.4090
O 3.2844 3.2247 -2.2081
O 1.1430 3.2581 -3.0667
C 2.9448 4.2472 -4.6963
F 1.7530 4.5148 -5.3473
F 3.8079 3.8681 -5.6398
C 3.4707 5.6063 -4.1141
F 2.4802 6.0814 -3.3186
F 4.5880 5.4426 -3.4736
C 3.7426 6.6983 -5.2041
F 4.7851 6.4157 -5.9722
F 2.6638 7.0226 -5.9405
F 4.0847 7.7959 -4.5339
S 2.7313 0.4063 -2.2154
H 3.0453 -4.1873 -1.9349
H 1.8514 -3.0404 -1.2697
H 2.2986 -3.0566 -3.0662
H 4.7628 -2.7580 -1.7191
H 3.6660 -1.8120 -0.6709
H 7.3060 -1.1093 -2.6279
H 6.3881 1.5504 -4.3504
H 5.2312 2.7725 -3.8814
H 5.2073 1.2881 -1.4334
H 4.6893 1.6504 -6.2178
H 5.7698 0.3247 -5.8907
H 2.9536 -0.6826 -6.5528
H 4.1760 -2.4729 -7.1123
H 4.9213 -1.5316 -8.3991
H 5.7911 -1.6126 -6.8632
H 4.6713 0.5268 -8.7595
H 3.4272 1.5728 -7.9284
H 2.9533 0.0204 -8.7153
H 1.8664 -0.5140 -4.7656
H 0.1622 1.0187 -2.8365
H -1.2154 0.1842 -5.4606
H -1.2028 1.8867 -4.7148
H -1.8985 0.5032 -3.8678
O 0.8738 -2.2951 0.1535
C 0.4099 -2.4675 1.2702
N 0.4750 -1.5066 2.2234
C -0.2677 -3.7502 1.6789
H 0.1025 -1.6195 3.1523
H 0.9255 -0.6380 1.9845
H 0.4389 -4.5729 1.5758
H -1.1234 -3.9228 1.0262
H -0.6159 -3.7162 2.7120
Cl 4.1816 -6.1433 -4.3411
B 0.9082 -0.8768 7.6650
O 0.2425 -1.7942 8.6185
C -0.6645 -2.4873 7.9494
O -1.3885 -3.3213 8.4219
C -0.6411 -2.0565 6.5096
O -1.3455 -2.4883 5.6266
O 0.2718 -1.1220 6.3421
O 0.7374 0.5303 8.0742
C 1.9575 1.0483 8.2456
O 2.1737 2.1763 8.5789
C 2.9856 -0.0048 7.9529
O 4.1718 0.1280 8.0103
O 2.3559 -1.1336 7.6108
O -0.2040 -3.9135 -5.0414
C -1.3378 -4.2748 -4.9426
O -2.3219 -3.5384 -4.3516
C -3.5343 -4.3038 -4.3013
C -3.3921 -5.3528 -5.3892
C -1.8917 -5.6072 -5.3978
H -3.6242 -4.7472 -3.3059
H -4.3859 -3.6464 -4.4721
H -3.9900 -6.2453 -5.2071
H -3.6986 -4.9337 -6.3503
H -1.6031 -6.3743 -4.6773
H -1.5285 -5.8606 -6.3904
C -9.1068 0.4626 5.6770
C -7.8308 0.8952 6.3916
C -6.8841 1.7224 5.5210
C -6.2437 1.0555 4.3082
N -5.3486 -0.1472 4.5575
C -4.2233 -0.1751 3.5225
C -3.2025 0.8306 4.0172
C -3.2961 0.7635 5.5368
C -4.5466 -0.0393 5.8571
C -6.1191 -1.4568 4.5367
C -6.4327 -2.0531 3.1654
C -7.3856 -1.2862 2.2522
H -8.9026 -0.1935 4.8287
H -9.7533 -0.0851 6.3641
H -9.6641 1.3259 5.3091
H -7.3226 0.0221 6.8095
H -8.1181 1.5104 7.2475
H -6.1051 2.1615 6.1504
H -7.4467 2.5815 5.1421
H -5.6343 1.8053 3.8034
H -7.0120 0.7553 3.6016
H -3.8005 -1.1801 3.5334
H -4.6271 0.0616 2.5397
H -3.4403 1.8368 3.6676
H -2.2023 0.6011 3.6524
H -3.3420 1.7649 5.9663
H -2.4205 0.2763 5.9648
H -5.1480 0.3783 6.6570
H -4.2599 -1.0495 6.1480
H -7.0237 -1.3196 5.1256
H -5.5018 -2.1857 5.0624
H -6.8865 -3.0290 3.3595
H -5.5125 -2.2688 2.6203
H -8.2976 -0.9924 2.7753
H -7.6813 -1.9195 1.4151
H -6.9155 -0.3996 1.8237
C -0.7145 1.2841 11.6155
Cl -1.0587 2.5524 10.4308
Cl 0.5683 0.2067 11.0629
H -0.4057 1.7496 12.5460
H -1.6158 0.7006 11.7746
O 7.6407 7.9074 -3.7733
S 7.5426 7.3500 -2.4018
O 8.7544 7.6991 -1.6347
O 7.4045 5.8712 -2.4767
O 6.3399 7.9122 -1.7366
Li -0.2627 4.9836 -5.2870

Atomic partial charges in e from the Mulliken method, atoms 1 to 99: number 1, C, carries -0.42; number 2, C, carries -0.55; number 3, C, carries 0.60; number 4, N, carries 0.65; number 5, P, carries -0.17; number 6, O, carries -0.47; number 7, Br, carries -0.03; number 8, C, carries -0.17; number 9, C, carries -0.10; number 10, C, carries -0.44; number 11, O, carries -0.50; number 12, C, carries -2.77; number 13, C, carries 1.45; number 14, C, carries -1.36; number 15, C, carries -1.80; number 16, C, carries 0.08; number 17, C, carries -1.15; number 18, Br, carries -0.07; number 19, C, carries 0.11; number 20, C, carries -1.64; number 21, Br, carries 0.05; number 22, S, carries 2.05; number 23, O, carries -0.59; number 24, O, carries -0.74; number 25, C, carries 0.19; number 26, F, carries -0.20; number 27, F, carries -0.20; number 28, C, carries 0.56; number 29, F, carries -0.28; number 30, F, carries -0.13; number 31, C, carries 0.60; number 32, F, carries -0.21; number 33, F, carries -0.26; number 34, F, carries -0.21; number 35, S, carries -0.07; number 36, H, carries 0.40; number 37, H, carries -0.14; number 38, H, carries 0.21; number 39, H, carries 0.39; number 40, H, carries 0.39; number 41, H, carries 0.38; number 42, H, carries 0.61; number 43, H, carries 0.14; number 44, H, carries 0.36; number 45, H, carries 0.34; number 46, H, carries 0.91; number 47, H, carries 0.09; number 48, H, carries 0.21; number 49, H, carries 0.42; number 50, H, carries 0.30; number 51, H, carries 0.48; number 52, H, carries 0.36; number 53, H, carries 0.35; number 54, H, carries 1.03; number 55, H, carries 0.53; number 56, H, carries 0.41; number 57, H, carries 0.27; number 58, H, carries 0.48; number 59, O, carries -0.61; number 60, C, carries 0.61; number 61, N, carries -0.19; number 62, C, carries -1.00; number 63, H, carries 0.07; number 64, H, carries 0.18; number 65, H, carries 0.29; number 66, H, carries 0.24; number 67, H, carries 0.32; number 68, Cl, carries -0.64; number 69, B, carries 1.19; number 70, O, carries -0.52; number 71, C, carries 0.15; number 72, O, carries -0.63; number 73, C, carries 0.91; number 74, O, carries -0.66; number 75, O, carries -0.45; number 76, O, carries -0.29; number 77, C, carries 0.49; number 78, O, carries -0.60; number 79, C, carries 0.55; number 80, O, carries -0.58; number 81, O, carries -0.51; number 82, O, carries -0.48; number 83, C, carries 0.47; number 84, O, carries -0.30; number 85, C, carries -0.47; number 86, C, carries -0.51; number 87, C, carries -0.50; number 88, H, carries 0.28; number 89, H, carries 0.31; number 90, H, carries 0.32; number 91, H, carries 0.27; number 92, H, carries 0.28; number 93, H, carries 0.30; number 94, C, carries -1.19; number 95, C, carries -0.36; number 96, C, carries -1.10; number 97, C, carries -0.42; number 98, N, carries 0.59; number 99, C, carries -0.99

Entry 2:
Molecular formula: C10H29AgO5S4
Method: DFT, ωB97M-V with the def2-TZVPD basis set

* E: -2514.1385 Eh
* HOMO level: -0.2288 Eh
* 2S+1: 1
* relative energy (zero: lowest compared OMol25 entry of this formula, charge and spin): 0.0000 eV

Element x y z (Å)
Ag -0.2000 -0.3215 -0.2350
C -1.7811 4.0117 0.4256
C -0.7390 2.9391 0.1473
O -1.2979 1.7622 -0.2630
H -2.3222 4.2537 -0.4987
H -1.3765 4.9589 0.7924
H -2.5997 3.6129 1.0398
H -0.0422 2.8115 1.0057
H -0.0685 3.4063 -0.6147
C -2.0830 -1.9806 -4.2277
S -1.8851 -2.5012 -2.5059
O -0.6619 -1.7511 -2.0215
C -3.2533 -1.5138 -1.8021
H -2.0566 -0.8909 -4.2199
H -3.0079 -2.3632 -4.6524
H -1.2001 -2.3254 -4.7628
H -2.9090 -1.1033 -0.8550
H -4.1661 -2.1088 -1.7774
H -3.4567 -0.6701 -2.4648
C 3.5360 -3.2601 1.1312
S 1.8185 -3.3749 0.5595
O 1.0888 -2.1723 1.0896
C 2.1348 -3.0392 -1.1858
H 3.4550 -3.5179 2.1892
H 3.8998 -2.2386 1.0688
H 4.1443 -3.9975 0.6141
H 2.4831 -2.0204 -1.3451
H 1.2408 -3.2053 -1.7795
H 2.9528 -3.6827 -1.5275
C 2.8607 2.3329 0.9880
S 2.8777 0.5832 0.4649
O 1.9127 0.5231 -0.7064
C 4.5146 0.6561 -0.3370
H 2.9829 3.0198 0.1525
H 3.7318 2.4707 1.6366
H 1.9480 2.5510 1.5343
H 4.4915 1.3080 -1.2078
H 4.7312 -0.3629 -0.6599
H 5.3086 0.9759 0.3387
C -3.8064 0.5405 1.5675
S -2.6153 -0.3863 2.5950
O -1.4915 -0.8564 1.7242
C -1.8798 1.0020 3.4558
H -4.2873 -0.1176 0.8514
H -3.2314 1.3429 1.1002
H -4.5591 0.9054 2.2685
H -1.4331 1.6985 2.7435
H -1.0887 0.5903 4.0789
H -2.6142 1.5053 4.0868

The net atomic charges from Mulliken, expressed in e, are: number 1, Ag, carries 1.37; number 2, C, carries -1.22; number 3, C, carries 0.36; number 4, O, carries -0.72; number 5, H, carries 0.31; number 6, H, carries 0.38; number 7, H, carries 0.23; number 8, H, carries -0.41; number 9, H, carries 0.29; number 10, C, carries -1.07; number 11, S, carries 0.42; number 12, O, carries -0.57; number 13, C, carries -0.49; number 14, H, carries 0.32; number 15, H, carries 0.40; number 16, H, carries 0.35; number 17, H, carries -0.20; number 18, H, carries 0.43; number 19, H, carries 0.35; number 20, C, carries -0.86; number 21, S, carries 0.34; number 22, O, carries -0.46; number 23, C, carries -0.59; number 24, H, carries 0.34; number 25, H, carries 0.11; number 26, H, carries 0.41; number 27, H, carries 0.11; number 28, H, carries 0.10; number 29, H, carries 0.42; number 30, C, carries -1.15; number 31, S, carries 0.63; number 32, O, carries -0.76; number 33, C, carries -1.15; number 34, H, carries 0.32; number 35, H, carries 0.46; number 36, H, carries 0.27; number 37, H, carries 0.38; number 38, H, carries 0.31; number 39, H, carries 0.42; number 40, C, carries -0.74; number 41, S, carries 0.28; number 42, O, carries -0.50; number 43, C, carries -0.65; number 44, H, carries 0.26; number 45, H, carries 0.06; number 46, H, carries 0.43; number 47, H, carries -0.05; number 48, H, carries 0.33; number 49, H, carries 0.40

Entry 3:
Molecular formula: H2NO2S
Method: DFT, ωB97M-V with the def2-TZVPD basis set

* E: -604.4795 Eh
* HOMO level (alpha / beta): -0.1029 / -0.1011 Eh
* 2S+1: 1
* charge: -1
* relative energy (zero: lowest compared OMol25 entry of this formula, charge and spin): 4.7323 eV

Element x y z (Å)
N 0.6842 1.8179 1.4145
O -2.2567 -1.0345 -0.4999
O -0.6004 -2.7902 -1.1459
S -1.0929 -1.8500 -0.1212
H 0.8787 0.7893 1.4071
H -0.1227 -0.8625 -0.1635

The net atomic charges from Mulliken, expressed in e, are: number 1, N, carries -0.24; number 2, O, carries -0.60; number 3, O, carries -0.62; number 4, S, carries 0.27; number 5, H, carries 0.22; number 6, H, carries -0.04

Entry 4:
Molecular formula: C17H29Cl12NO5
Method: DFT, ωB97M-V with the def2-TZVPD basis set

* structure (SMILES): CCN[C@@H](CCCC(=O)O)OC(=O)CCCCOC.ClC(Cl)Cl.ClC(Cl)Cl.ClC(Cl)Cl.ClC(Cl)Cl
* E: -6618.3911 Eh
* HOMO level: -0.3443 Eh
* 2S+1: 1
* relative energy (zero: lowest compared OMol25 entry of this formula, charge and spin): 0.0000 eV

Element x y z (Å)
C 2.7658 3.3240 0.7319
C 1.3235 3.4674 0.2535
N 1.2249 3.3117 -1.2126
C 0.6168 2.0743 -1.6242
C 1.0815 0.8666 -0.7970
C 1.3276 -0.4030 -1.6383
C 0.9722 -1.7115 -0.8526
C 2.2349 -2.4299 -0.4554
O 2.7638 -3.2895 -1.0769
O 2.8078 -1.9017 0.6694
O -0.8457 2.1749 -1.5404
C -1.5174 1.4261 -2.4532
O -1.2917 1.4944 -3.6173
C -2.5535 0.4802 -1.8922
C -3.0781 0.8019 -0.4781
C -3.8066 -0.4053 0.1725
C -5.2504 -0.1195 0.6249
O -5.4832 -0.5610 1.9616
C -5.5463 0.4970 2.8973
H 3.3836 4.1245 0.3003
H 2.8421 3.3957 1.8271
H 3.2216 2.3712 0.4336
H 1.0007 4.4890 0.5046
H 0.6413 2.7923 0.7892
H 0.6227 4.0508 -1.5674
H 0.8518 1.9118 -2.6849
H 0.2876 0.6484 -0.0652
H 1.9930 1.1208 -0.2468
H 2.3882 -0.4572 -1.9107
H 0.7623 -0.3945 -2.5783
H 0.3819 -1.4706 0.0409
H 0.3969 -2.3908 -1.4924
H 3.2577 -2.6056 1.1670
H -3.3900 0.5215 -2.6039
H -2.1401 -0.5365 -1.9557
H -2.2287 1.1190 0.1455
H -3.7569 1.6635 -0.5653
H -3.7810 -1.2418 -0.5368
H -3.2443 -0.7225 1.0628
H -5.9829 -0.6266 -0.0184
H -5.4463 0.9638 0.5689
H -5.5863 0.0494 3.8961
H -6.4370 1.1232 2.7326
H -4.6527 1.1425 2.8465
Cl -0.9954 0.1020 2.6046
C 0.3270 0.7912 3.5497
Cl 1.8628 0.5807 2.7127
Cl 0.0278 2.4932 3.9013
H 0.3790 0.2570 4.4895
Cl 7.1444 -1.2017 -0.5361
C 5.7194 -1.2532 -1.5840
Cl 5.2997 0.3702 -2.1350
Cl 5.9985 -2.3334 -2.9423
H 4.8894 -1.6363 -1.0019
Cl 6.9361 -2.3368 4.2087
C 6.0087 -2.1293 2.7234
Cl 5.7290 -3.6817 1.9312
Cl 4.4920 -1.2858 3.0419
H 6.5892 -1.5209 2.0432
Cl -5.7566 -4.6151 -1.7313
C -4.7177 -3.5976 -2.7240
Cl -5.4152 -1.9889 -2.9234
Cl -3.0902 -3.5106 -2.0406
H -4.6390 -4.0468 -3.7053

The net atomic charges from Mulliken, expressed in e, are: number 1, C, carries -1.13; number 2, C, carries 0.03; number 3, N, carries -0.44; number 4, C, carries -0.48; number 5, C, carries 0.86; number 6, C, carries -0.62; number 7, C, carries 0.03; number 8, C, carries -0.18; number 9, O, carries -0.57; number 10, O, carries -0.10; number 11, O, carries -0.40; number 12, C, carries 0.25; number 13, O, carries -0.58; number 14, C, carries -0.06; number 15, C, carries 0.05; number 16, C, carries 0.61; number 17, C, carries -0.73; number 18, O, carries -0.39; number 19, C, carries -0.69; number 20, H, carries 0.38; number 21, H, carries 0.30; number 22, H, carries 0.18; number 23, H, carries 0.45; number 24, H, carries 0.00; number 25, H, carries 0.32; number 26, H, carries 0.53; number 27, H, carries -0.24; number 28, H, carries -0.39; number 29, H, carries 0.14; number 30, H, carries 0.51; number 31, H, carries 0.20; number 32, H, carries 0.32; number 33, H, carries 0.23; number 34, H, carries 0.35; number 35, H, carries 0.02; number 36, H, carries -0.08; number 37, H, carries 0.31; number 38, H, carries -0.62; number 39, H, carries 0.18; number 40, H, carries 0.27; number 41, H, carries 0.41; number 42, H, carries 0.25; number 43, H, carries 0.30; number 44, H, carries 0.28; number 45, Cl, carries -0.03; number 46, C, carries -0.35; number 47, Cl, carries -0.02; number 48, Cl, carries -0.13; number 49, H, carries 0.48; number 50, Cl, carries -0.17; number 51, C, carries 0.97; number 52, Cl, carries -0.14; number 53, Cl, carries -0.12; number 54, H, carries -0.53; number 55, Cl, carries -0.14; number 56, C, carries 0.30; number 57, Cl, carries -0.12; number 58, Cl, carries -0.09; number 59, H, carries 0.04; number 60, Cl, carries -0.12; number 61, C, carries -0.04; number 62, Cl, carries -0.10; number 63, Cl, carries -0.09; number 64, H, carries 0.35